Entry from the OMol25 dataset: a cluster of 3 separate species, C5H16O3 in total in a non-equilibrium geometry (the ωB97M-V functional and the def2-TZVPD basis).

Properties
**HOMO energy**: -0.3727 hartree
**Frontier orbital gap**: 10.79 eV
**SMILES**: CCCCCO.O.O
**Multiplicity**: 1
**ΔE to the lowest compared entry with this formula, charge and spin**: 74.90 kJ/mol
**LUMO**: 0.7 eV

```
24
C5H16O3, DFT the ωB97M-V functional and the def2-TZVPD basis
C 1.53251 0.48091 -1.07839
O 1.29526 -0.33897 -2.21675
C 2.07761 -0.26132 0.13332
C 1.28127 -1.43836 0.61381
C 0.72676 -1.21720 2.06028
C -0.61146 -0.51913 2.09304
H 2.25695 1.20755 -1.48144
H 0.57403 1.07486 -1.04513
H 1.70594 -1.21952 -2.16309
H 3.12072 -0.53637 -0.15410
H 2.22083 0.59354 0.81632
H 0.35569 -1.60719 0.03182
H 1.88734 -2.32476 0.71737
H 0.68509 -2.22662 2.53987
H 1.43956 -0.69665 2.70811
H -1.28772 -0.83046 2.90273
H -1.16405 -0.52013 1.14891
H -0.53804 0.55589 2.32281
H -2.67731 1.32499 0.12438
H -4.26371 1.21229 -0.02407
O -3.53279 1.56382 0.49407
H -2.27133 1.20170 -2.35184
H -1.00763 0.53498 -1.89632
O -1.61567 1.24779 -1.64453
```

Entry from the OMol25 dataset: an isolated molecule of C4H13N3 in a non-equilibrium geometry (the ωB97M-V functional and the def2-TZVPD basis).

Properties
**HOMO energy**: -0.3259 hartree
**Frontier orbital gap**: 9.93 eV
**SMILES**: NCC[C@@H](N)CN
**Multiplicity**: 1
**ΔE to the lowest compared entry with this formula, charge and spin**: 56.70 kJ/mol
**LUMO**: 1.1 eV

```
20
C4H13N3, DFT the ωB97M-V functional and the def2-TZVPD basis
N 0.45477 -1.58124 -0.26004
C -0.47475 -0.45720 -0.02250
C 0.30024 0.86978 -0.14559
C 1.00595 1.04008 -1.49774
N 2.10618 2.01398 -1.40366
C -1.12792 -0.50546 1.37756
N -2.08845 -1.58070 1.47058
H -0.09906 -2.43096 -0.34304
H 0.97333 -1.75308 0.60446
H -1.24420 -0.48642 -0.80016
H -0.39339 1.70342 -0.06049
H 1.02940 0.85391 0.65037
H 0.20642 1.21986 -2.22475
H 1.46750 0.07887 -1.72758
H 2.11092 2.69159 -2.15474
H 2.01888 2.54399 -0.54309
H -1.65719 0.44607 1.47239
H -0.29161 -0.52474 2.08376
H -1.73210 -2.47561 1.17038
H -2.56493 -1.66613 2.35389
```

Entry from the OMol25 dataset: a cluster of 2 separate species, C9H14O in total (the ωB97M-V functional and the def2-TZVPD basis).

Properties
**HOMO energy**: -0.3167 hartree
**Frontier orbital gap**: 9.50 eV
**SMILES**: Cc1ccc(O)cc1.CC
**Multiplicity**: 1
**ΔE to the lowest compared entry with this formula, charge and spin**: 44.28 kJ/mol
**LUMO**: 0.9 eV

```
24
C9H14O, DFT the ωB97M-V functional and the def2-TZVPD basis
C 1.22492 1.88785 2.19934
C 2.04088 1.99770 3.48564
H 0.36254 1.22106 2.28727
H 0.84670 2.84855 1.84728
H 1.79177 1.54439 1.32633
H 2.10972 3.03300 3.80017
H 3.06291 1.64751 3.38375
H 1.56032 1.49694 4.32176
C -2.35336 -2.59768 -0.33947
C 0.77358 -0.56704 -1.07370
C 0.35076 0.22065 -2.12809
C -0.10716 -1.51113 -0.54291
C -1.42112 -1.60241 -0.96987
C -0.92179 0.04729 -2.65571
C -1.81520 -0.82555 -2.05387
O 1.17429 1.26014 -2.54118
H 1.72303 -0.45729 -0.57877
H 0.20058 -2.25391 0.18051
H -1.17679 0.60862 -3.54242
H 1.22852 1.30364 -3.51177
H -3.36472 -2.19407 -0.29581
H -2.08461 -2.73144 0.70629
H -2.83171 -0.82780 -2.43366
H -2.37404 -3.54902 -0.87114
```

Entry from the OMol25 dataset: a structure of composition C39H48F41NO5Sb in a non-equilibrium geometry (the ωB97M-V functional and the def2-TZVPD basis).

Properties
**HOMO energy**: -0.1627 hartree
**Charge**: -1
**Frontier orbital gap**: 5.65 eV
**Multiplicity**: 1
**LUMO**: 1.2 eV

```
135
C39H48F41NO5Sb, DFT the ωB97M-V functional and the def2-TZVPD basis
C -2.74346 6.68719 -2.54674
C -1.37817 6.71955 -1.82315
C -0.16171 6.65412 -2.76498
C 1.00655 5.89765 -2.14242
Sb 1.52467 4.04439 -3.26633
C -0.53268 3.29858 -2.91672
C -0.71046 2.47660 -1.65046
C -2.14928 1.95973 -1.52398
C -2.39218 1.26024 -0.17426
C -1.95084 -0.18592 -0.27003
O -2.44607 -0.93541 0.82094
C -2.33944 -2.33237 0.56621
C 2.15421 2.18499 -4.32425
C 1.44623 0.95719 -3.81114
N 1.94770 -0.28014 -4.48858
C 3.17276 -0.79793 -3.88563
C 3.03826 -1.48292 -2.51518
C 0.95147 -1.28655 -4.57300
C -0.09881 -1.42397 -3.48435
O 0.93929 -2.06916 -5.50988
C 3.57802 4.95481 -3.82133
F 3.97583 4.37211 -4.99835
F 3.42304 6.28021 -4.10969
C 4.78063 4.73905 -2.88866
F 5.96629 4.86963 -3.57483
F 4.74904 3.46336 -2.44547
C 4.89068 5.70657 -1.70348
F 3.85877 5.46810 -0.85760
F 4.86105 6.98227 -2.12253
C 6.20918 5.53049 -0.87592
F 6.61833 4.25395 -0.79372
F 7.18330 6.22013 -1.51469
C 6.11254 6.14215 0.55560
F 7.34622 6.58902 0.90063
F 5.29359 7.20597 0.57378
C 5.65832 5.12782 1.66381
F 4.86808 5.80823 2.53601
F 4.93363 4.11083 1.17597
C 6.81728 4.56787 2.52385
F 7.27164 5.52598 3.36011
F 7.81990 4.11148 1.74025
C 6.36490 3.36141 3.41084
F 5.25764 3.64560 4.11193
F 6.19111 2.25286 2.68992
F 7.36570 3.13112 4.29693
H -2.64430 6.36558 -3.57487
H -3.39379 5.97083 -2.05689
H -3.24951 7.64148 -2.47362
H -1.32991 7.63156 -1.23831
H -1.35542 5.89590 -1.12271
H 0.11347 7.68072 -2.97625
H -0.48936 6.19542 -3.69371
H 1.85906 6.56467 -2.05368
H 0.79306 5.54870 -1.13931
H 2.09797 3.37029 -1.73681
H 0.94120 4.75305 -4.78429
H -1.25248 4.10962 -2.86486
H -0.81167 2.73644 -3.80438
H -0.06721 1.60480 -1.64478
H -0.52102 3.12174 -0.79966
H -2.82185 2.80051 -1.65110
H -2.34956 1.27693 -2.34289
H -3.43179 1.30600 0.11864
H -1.75540 1.74729 0.55362
H -0.86055 -0.20612 -0.28226
H -2.28784 -0.60344 -1.21853
H -3.21399 -2.66629 0.01746
H -1.42829 -2.53479 0.01382
H -2.28794 -2.82848 1.52605
H 3.21516 2.01986 -4.19975
H 1.94241 2.35534 -5.37130
H 1.64633 0.89157 -2.74121
H 0.38192 0.98575 -3.99804
H 3.92899 -0.02713 -3.82139
H 3.56073 -1.54525 -4.56912
H 2.44566 -0.91659 -1.81103
H 2.62992 -2.47541 -2.65714
H 4.03427 -1.61427 -2.11095
H -1.02993 -0.99795 -3.83237
H -0.19981 -2.46387 -3.21545
H 0.20605 -0.87328 -2.60411
C -2.35011 -8.42636 1.43550
C -3.28974 -7.35400 2.02877
C -4.60956 -7.04035 1.31399
F -4.41710 -6.53985 0.08106
F -5.27778 -6.10739 2.03302
F -2.59971 -6.21435 2.23863
F -3.66012 -7.82793 3.25374
O -1.21385 -8.00837 0.67996
C -1.24533 -7.79456 -0.67966
C -0.90095 -6.34610 -1.04107
F -1.76991 -5.49054 -0.47656
F -0.96910 -6.19797 -2.38219
F -2.40414 -8.19378 -1.23539
F -0.27271 -8.56291 -1.21940
H -1.90165 -8.89355 2.31108
H -2.89114 -9.21409 0.93124
H -5.23148 -7.93450 1.24642
H 0.10807 -6.10178 -0.70257
C -7.31031 -11.56538 -0.95326
C -8.45671 -12.56849 -0.70255
C -9.61936 -12.15169 0.20689
F -9.21963 -11.91872 1.46840
F -10.51966 -13.16040 0.24466
F -7.94695 -13.74792 -0.29196
F -9.02782 -12.78152 -1.92116
O -6.08191 -11.71288 -0.23890
C -5.82097 -11.13266 0.97803
C -5.51963 -12.16889 2.06645
F -6.55892 -12.99872 2.24292
F -5.28596 -11.52096 3.22910
F -6.77382 -10.26050 1.34736
F -4.68237 -10.40305 0.82349
H -7.01450 -11.75991 -1.98235
H -7.66410 -10.53536 -0.93718
H -10.11511 -11.25958 -0.18547
H -4.63953 -12.75423 1.79193
C 3.39120 6.84127 5.33753
C 3.82786 7.37433 6.71776
C 4.06668 6.37298 7.85354
F 2.94997 5.70871 8.19393
F 4.48386 7.05280 8.94991
F 2.97774 8.33968 7.12743
F 5.03870 7.97016 6.51746
O 2.01685 6.91822 4.97044
C 1.09350 5.93707 5.25661
C -0.04121 6.46396 6.14204
F 0.42871 6.92935 7.31396
F -0.90073 5.45322 6.40476
F 1.65987 4.82876 5.76690
F 0.52204 5.58082 4.08919
H 3.87168 7.51156 4.62696
H 3.80797 5.85489 5.13532
H 4.84352 5.65539 7.57598
H -0.57199 7.26798 5.62905
```